Version P
Entry from the Open Molecules 2025 dataset: an isolated molecule of C3H8N2OS (ωB97M-V/def2-TZVPD).

Last column: Mulliken charge in e.
Positions of all 15 atoms, in Å:
1 H -1.16620 -1.94548 0.72543  0.239
2 N -0.31431 -1.34171 0.69262  -0.676
3 C -0.55305 -0.21180 0.12514  0.641
4 C 0.48727 0.84828 -0.08906  -0.821
5 C 1.88394 0.58079 0.45520  -0.706
6 S 2.68080 -0.77298 -0.52004  -0.257
7 N -1.72434 0.17343 -0.55147  -0.146
8 O -2.85527 -0.55425 -0.22354  -0.440
9 H 0.57998 1.12541 -1.15317  0.317
10 H 0.14335 1.77518 0.41167  0.370
11 H 2.54641 1.45894 0.58589  0.397
12 H 1.76232 0.15712 1.47050  0.322
13 H 1.58779 -1.52046 -0.46754  0.145
14 H -1.90500 1.18138 -0.41290  0.268
15 H -3.15368 -0.95385 -1.04872  0.347

Output
HOMO-LUMO gap   9.3 eV
Highest occupied orbital energy   -8.6883 eV
SMILES   [H]/N=C(/CCS)NO


Version Q
Entry from the Open Molecules 2025 dataset: a 2-piece molecular cluster, C3H8N2OS overall (ωB97M-V/def2-TZVPD).

Last column: Mulliken charge in e.
Positions of all 15 atoms, in Å:
1 C 2.51138 1.40776 -0.10281  -0.739
2 N 1.46044 0.43268 -0.22517  -0.090
3 S 1.75749 -1.29673 -0.69210  -0.205
4 C 0.83729 0.06949 -1.34181  0.636
5 O 0.10992 0.34765 -2.22013  -0.491
6 H 2.94007 1.31595 0.89575  0.249
7 H 3.30108 1.27821 -0.84749  0.305
8 H 2.06589 2.39619 -0.21972  0.321
9 C -2.36794 -0.61367 1.15192  -0.838
10 N -1.51722 -1.06997 0.06636  -0.404
11 H -2.29825 0.47248 1.21782  0.284
12 H -3.42632 -0.88775 1.04157  0.282
13 H -2.00210 -1.04183 2.08171  0.282
14 H -1.51083 -2.08809 0.01874  0.191
15 H -1.86089 -0.72238 -0.82463  0.216

Output
HOMO-LUMO gap   9.2 eV
Highest occupied orbital energy   -8.7908 eV
SMILES   CN1SC1=O.CN


Version R
Entry from the Open Molecules 2025 dataset: an isolated molecule of C3H8N2OS (ωB97M-V/def2-TZVPD).

Last column: Mulliken charge in e.
Positions of all 15 atoms, in Å:
1 N -0.26434 0.78807 2.47617  -0.506
2 C 0.82795 0.19556 1.86603  0.502
3 O 1.94254 0.36023 2.36353  -0.648
4 N 0.66982 -0.41811 0.64443  -0.162
5 C -0.48907 -0.26901 -0.22355  -0.539
6 C -0.11799 -0.61258 -1.71103  -0.634
7 S -1.35018 -0.16331 -2.87951  -0.294
8 H 0.17455 1.34834 3.15460  0.281
9 H -0.91674 1.32772 1.93009  0.249
10 H 1.58374 -0.77512 0.35467  0.243
11 H -0.65792 0.81835 -0.23532  0.286
12 H -1.43236 -0.69768 0.17938  0.364
13 H 0.12167 -1.65742 -1.87783  0.378
14 H 0.81036 -0.02583 -1.86001  0.347
15 H -0.90201 -0.21921 -4.18166  0.132

Output
HOMO-LUMO gap   10.1 eV
Highest occupied orbital energy   -9.3936 eV
SMILES   NC(=O)NCCS


The winner here is version R, beating the second structure by 0.0647 hartree.